1.
C3H11N3O2 | the ωB97M-V functional and the def2-TZVPD basis

Summary:
gap between HOMO and LUMO (spin up / spin down)	7.478 / 7.480	eV
electronic energy	-435.46524	hartree
strongest force on any atom	3.48	eV/Å
HOMO (spin up / spin down)	-7.51 / -7.52	eV
ΔE to the lowest compared entry with this formula, charge and spin	141.2	kcal per mole

Each line ends with the natural charge from an NBO analysis.
Geometry (Å):
C (1.43930, 2.00231, 0.09022)  -0.460
N (0.03039, 1.70058, -0.05106)  -0.278
N (-0.55077, -0.18274, -1.98704)  -0.560
O (0.30258, -0.75988, -1.11135)  -0.522
H (-0.50578, 2.40165, 0.46174)  0.348
H (-0.53404, 0.83896, -1.88804)  0.349
H (-0.42120, -0.54898, -2.92695)  0.344
H (2.01475, 1.25738, -0.45699)  0.224
H (1.76120, 1.98713, 1.13791)  0.205
H (1.62784, 3.00787, -0.30632)  0.217
C (0.31996, -1.93226, 1.14104)  -0.648
C (-0.48248, -0.77987, 0.57006)  0.680
N (-1.82758, -1.05195, 0.36557)  -0.857
O (-0.23606, 0.39916, 1.11519)  -0.490
H (-2.41288, -0.23879, 0.50255)  0.377
H (-2.07850, -1.49583, -0.50680)  0.401
H (1.37619, -1.73276, 0.98454)  0.224
H (0.12837, -2.00625, 2.21209)  0.218
H (0.04870, -2.86574, 0.65363)  0.228


2.
C3H11N3PS | the ωB97M-V functional and the def2-TZVPD basis

Summary:
gap between HOMO and LUMO (spin up / spin down)	7.410 / 7.413	eV
electronic energy	-1024.29239	hartree
strongest force on any atom	4.99	eV/Å
total charge	+1
HOMO (spin up / spin down)	-12.65 / -12.65	eV
ΔE to the lowest compared entry with this formula, charge and spin	133.1	kcal per mole

Each line ends with the natural charge from an NBO analysis.
Geometry (Å):
C (0.03955, -0.12560, -0.49942)  0.047
C (-0.96080, -1.01174, 0.24218)  -0.451
C (2.52094, 0.49452, -0.36795)  -0.416
N (-0.67897, 1.29453, -0.71009)  -0.838
N (-1.92729, 0.96407, 1.24148)  -0.989
N (1.22742, 0.07622, 0.17935)  -0.622
P (-2.54128, -1.24563, -0.22262)  0.559
S (-2.28699, 1.47969, -0.31746)  0.768
H (0.33152, -0.32216, -1.58012)  0.259
H (-0.60752, -1.56620, 1.11987)  0.285
H (3.16323, 0.61491, 0.53563)  0.233
H (2.94466, -0.39345, -1.01861)  0.206
H (2.57908, 1.34371, -1.03118)  0.195
H (-0.46150, 1.73874, -1.60344)  0.413
H (-2.86987, 1.36738, 1.74691)  0.425
H (-1.12540, 1.45871, 1.67019)  0.406
H (1.06702, 0.53103, 1.10807)  0.369
H (-2.86071, -2.51884, 0.27113)  0.079
H (-2.89199, -1.15644, -1.65978)  0.074


3.
C3H11N4 | the ωB97M-V functional and the def2-TZVPD basis

Summary:
gap between HOMO and LUMO	6.265	eV
electronic energy	-339.51492	hartree
strongest force on any atom	6.94	eV/Å
total charge	+1
HOMO	-13.50	eV
ΔE to the lowest compared entry with this formula, charge and spin	128.5	kcal per mole

Each line ends with the natural charge from an NBO analysis.
Geometry (Å):
N (-1.98052, 0.15693, 1.83664)  -0.851
C (-0.81606, 0.46446, 1.03793)  0.758
N (0.23472, -0.66955, 1.31261)  -0.755
N (-1.16787, 0.75738, -0.23169)  -0.679
H (-2.60720, 0.96755, 1.88697)  0.403
H (-2.44375, -0.42730, 1.13372)  0.411
H (0.21286, -0.43019, 2.31088)  0.397
H (-0.54584, -1.33562, 1.22614)  0.393
H (-1.51405, 1.72609, -0.25563)  0.439
H (-0.29918, 0.73668, -0.79524)  0.452
C (1.94418, 0.48150, -0.64589)  -0.432
C (0.78850, -1.19658, -1.79174)  -0.048
N (1.24742, -0.02246, -1.83990)  -0.421
H (2.65043, 1.21884, -1.02154)  0.229
H (2.49215, -0.31495, -0.14039)  0.209
H (1.21826, 0.93593, 0.00744)  0.150
H (0.17921, -1.54870, -2.62332)  0.190
H (0.93820, -1.89738, -0.96520)  0.154


4.
C3H11N5 | the ωB97M-V functional and the def2-TZVPD basis

Summary:
gap between HOMO and LUMO	9.267	eV
electronic energy	-394.66073	hartree
strongest force on any atom	0.81	eV/Å
HOMO	-8.56	eV
SMILES string	N/C=C/N.N=C(N)N
ΔE to the lowest compared entry with this formula, charge and spin	15.6	kcal per mole

Each line ends with the natural charge from an NBO analysis.
Geometry (Å):
N (-0.25976, -3.25606, -0.69441)  -0.840
C (0.33824, -1.99769, -0.81831)  0.577
N (0.49657, -1.58134, -2.12173)  -0.831
N (0.73139, -1.25520, 0.13642)  -0.777
H (-0.65479, -3.40742, 0.21668)  0.385
H (-0.84268, -3.55539, -1.45311)  0.376
H (0.00884, -2.00736, -2.88160)  0.380
H (0.67708, -0.59624, -2.19404)  0.399
H (0.65471, -1.74708, 1.01787)  0.333
C (-0.00968, 1.96903, 0.27956)  -0.050
C (-0.45226, 2.19506, 1.50239)  -0.047
N (0.21968, 1.76632, 2.69465)  -0.841
N (-0.80541, 2.36519, -0.85576)  -0.855
H (0.91092, 1.44516, 0.06340)  0.195
H (-1.37585, 2.75513, 1.64222)  0.169
H (-0.19066, 0.89035, 2.99630)  0.362
H (0.07394, 2.44848, 3.41962)  0.356
H (-1.08865, 1.53635, -1.36214)  0.353
H (-0.26303, 2.92156, -1.49996)  0.355


5.
C3H11N5 | the ωB97M-V functional and the def2-TZVPD basis

Summary:
gap between HOMO and LUMO (spin up / spin down)	8.395 / 8.395	eV
electronic energy	-394.51492	hartree
strongest force on any atom	1.71	eV/Å
HOMO (spin up / spin down)	-7.66 / -7.66	eV
ΔE to the lowest compared entry with this formula, charge and spin	107.1	kcal per mole

Each line ends with the natural charge from an NBO analysis.
Geometry (Å):
C (-1.71326, 0.51615, 0.97191)  -0.688
N (0.12023, 0.37589, -0.79463)  -0.346
C (-1.18859, -0.30575, -0.17972)  0.365
N (0.35519, 1.78772, -0.82337)  -0.652
N (-2.01139, -0.93402, -0.94623)  -0.735
H (0.26626, -0.00356, -1.72852)  0.389
H (-0.53933, 2.25828, -0.72181)  0.356
H (0.90338, 1.95156, 0.02898)  0.403
H (-1.59413, -1.34920, -1.77512)  0.330
H (-2.40358, -0.10558, 1.53716)  0.247
H (-0.91741, 0.85078, 1.63643)  0.245
H (-2.24785, 1.39521, 0.60496)  0.222
N (1.86149, -1.56096, -0.21547)  -0.865
C (1.15138, -0.45271, 0.26833)  0.466
N (1.61100, 0.39911, 1.11769)  -0.891
H (1.36809, -2.25652, -0.75442)  0.384
H (2.82223, -1.41496, -0.49577)  0.386
H (2.24280, -0.03439, 1.78224)  0.371
H (-0.08653, -1.11705, 0.48737)  0.013


6.
C3H11N6 | the ωB97M-V functional and the def2-TZVPD basis

Summary:
gap between HOMO and LUMO (spin up / spin down)	4.542 / 4.533	eV
electronic energy	-448.95160	hartree
strongest force on any atom	4.84	eV/Å
total charge	+1
HOMO (spin up / spin down)	-12.09 / -12.09	eV
ΔE to the lowest compared entry with this formula, charge and spin	143.0	kcal per mole

Each line ends with the natural charge from an NBO analysis.
Geometry (Å):
C (-2.10643, 1.30385, 0.92784)  0.069
C (-1.77237, 0.06098, 1.31814)  -0.130
C (-0.93721, 0.29570, -0.77466)  0.220
N (-1.58309, 1.41630, -0.40412)  -0.209
N (-0.87905, -0.50991, 0.36709)  -0.075
N (0.23812, -1.77005, -2.43405)  -1.056
N (-2.12827, 2.40088, -1.21153)  -0.587
N (-0.18972, -1.56133, 0.45436)  -0.040
N (4.13081, -0.19262, 1.74178)  -1.132
H (-2.60755, 2.16537, 1.23181)  0.270
H (-1.95621, -0.47846, 2.25664)  0.265
H (0.95630, -1.83625, -1.78133)  0.358
H (-0.60266, -1.40198, -2.01955)  0.356
H (-1.88130, 2.01359, -2.16709)  0.405
H (-1.62370, 3.30901, -1.12272)  0.396
H (-0.26583, -2.11125, 1.25388)  0.376
H (0.19786, -2.61655, -3.00762)  0.379
H (4.68858, -0.80334, 1.12057)  0.381
H (4.12386, 0.80021, 1.53629)  0.379
H (4.19787, -0.48416, 2.71427)  0.376


7.
C3H11NO | the ωB97M-V functional and the def2-TZVPD basis

Summary:
gap between HOMO and LUMO	10.269	eV
electronic energy	-250.85707	hartree
strongest force on any atom	0.95	eV/Å
HOMO	-9.41	eV
SMILES string	CCN.CO
ΔE to the lowest compared entry with this formula, charge and spin	24.8	kcal per mole

Each line ends with the natural charge from an NBO analysis.
Geometry (Å):
C (-1.89107, -1.68750, 0.22321)  -0.248
O (-3.01603, -1.85214, 1.08253)  -0.723
H (-2.15192, -1.92722, -0.79998)  0.166
H (-1.01873, -2.26296, 0.53241)  0.157
H (-1.60500, -0.64788, 0.33979)  0.184
C (1.60185, 2.06778, -0.89567)  -0.608
C (0.81721, 1.05113, -0.05739)  -0.221
N (1.75728, 0.03361, 0.47083)  -0.846
H (2.18843, 1.49627, -1.61605)  0.207
H (2.25853, 2.66764, -0.28032)  0.206
H (0.93498, 2.67752, -1.51089)  0.200
H (0.15739, 0.52047, -0.74658)  0.170
H (0.19460, 1.51924, 0.70738)  0.182
H (-3.40583, -2.72056, 0.95872)  0.464
H (1.69871, -0.06176, 1.47753)  0.357
H (1.47960, -0.87364, 0.11449)  0.352


8.
C3H11NO | the ωB97M-V functional and the def2-TZVPD basis

Summary:
gap between HOMO and LUMO	10.699	eV
electronic energy	-250.85895	hartree
strongest force on any atom	1.34	eV/Å
HOMO	-9.71	eV
SMILES string	CCOC.N
ΔE to the lowest compared entry with this formula, charge and spin	23.7	kcal per mole

Each line ends with the natural charge from an NBO analysis.
Geometry (Å):
C (-1.35275, 0.42941, -0.77285)  -0.253
N (-0.32777, 1.85239, 2.05963)  -1.065
H (-0.73704, 1.27604, -1.09548)  0.159
H (-1.68983, -0.01752, -1.71937)  0.165
H (-2.23683, 0.75594, -0.22909)  0.196
H (-0.36534, 1.00818, 2.61694)  0.358
H (-1.26558, 2.24272, 2.10777)  0.347
H (-0.20933, 1.58061, 1.09015)  0.360
C (0.33454, -1.29226, -0.72990)  -0.058
O (-0.60783, -0.48456, -0.02921)  -0.561
C (1.75028, -0.99821, -0.28418)  -0.631
H (0.23007, -1.10619, -1.79789)  0.167
H (0.05575, -2.31929, -0.51371)  0.178
H (2.36795, -1.78369, -0.72863)  0.208
H (1.92877, -1.05307, 0.78245)  0.221
H (2.12493, -0.09049, -0.75663)  0.209